Record 1
C54H60N9O4STl as an isolated structure, computed with ωB97M-V with the def2-TZVPD basis set.

Results
- Highest occupied orbital energy: -7.84 eV
- LUMO level: -0.323 eV
- HOMO-LUMO gap: 7.52 eV
- Net charge: 0

CARTESIAN COORDINATES (ANGSTROEM)
Tl1 0.4445 -0.0879 -0.1522
C1 -0.3494 0.2561 -3.5297
C2 0.2605 1.5482 -4.0460
C3 1.6702 1.3027 -4.5925
C4 0.2654 2.7196 -3.0726
C5 -0.3326 3.8823 -3.5600
C6 -0.2825 5.0792 -2.8755
C7 0.4366 5.1378 -1.6983
C8 1.0753 4.0168 -1.1749
C9 1.9843 4.2573 0.0303
C10 1.4286 5.2886 1.0182
C11 3.3537 4.7956 -0.4205
C12 0.9333 2.7649 -1.8333
N1 1.5154 1.5909 -1.2341
C13 2.8484 1.4401 -1.3434
O1 3.5903 2.0586 -2.1009
C14 3.4885 0.4183 -0.4324
C15 4.8604 0.3200 -0.2795
C16 5.3446 -0.6583 0.5808
C17 4.4653 -1.5100 1.2409
C18 3.1093 -1.3365 1.0313
N2 2.6785 -0.3838 0.2247
C19 2.0606 -2.1924 1.7132
O2 2.4501 -3.1447 2.3981
N3 0.8159 -1.8099 1.4582
C20 -0.2637 -2.4502 2.1061
C21 -0.4219 -2.2251 3.4898
C22 -1.5432 -2.7152 4.1426
C23 -2.5197 -3.3942 3.4430
C24 -2.3374 -3.6457 2.0938
C25 -1.2004 -3.2368 1.3859
C26 -0.9536 -3.8343 -0.0485
C27 -0.0154 -5.0380 0.1716
C28 -3.3225 -3.2478 -0.9422
C29 0.6387 -1.5167 4.3187
C30 1.3466 -2.5168 5.2388
C31 0.0796 -0.3481 5.1389
H1 -0.5508 -0.4283 -4.3581
H2 -1.3000 0.4241 -3.0181
H3 0.3325 -0.2553 -2.8571
H4 -0.3670 1.8800 -4.8762
H5 2.3734 1.1009 -3.7818
H6 2.0345 2.1754 -5.1371
H7 1.6691 0.4478 -5.2745
H8 -0.8451 3.8351 -4.5137
H9 -0.7673 5.9630 -3.2729
H10 0.5372 6.0892 -1.1933
H11 2.1277 3.3062 0.5515
H12 1.4633 6.2934 0.5953
H13 2.0413 5.3053 1.9206
H14 0.3958 5.0919 1.3045
H15 3.2162 5.7694 -0.9000
H16 3.8397 4.1295 -1.1240
H17 4.0086 4.9339 0.4451
H18 5.5025 0.9899 -0.8323
H19 6.4124 -0.7643 0.7281
H20 4.7920 -2.2987 1.9030
H21 -1.6498 -2.5701 5.2118
H22 -3.4108 -3.7538 3.9443
H23 -3.1164 -4.2033 1.6001
H24 0.7613 -2.7593 -0.4692
H25 -0.5130 -5.7893 0.7895
H26 0.8873 -4.7213 0.6994
H27 0.2718 -5.5035 -0.7707
H28 -4.2708 -3.6954 -1.2503
H29 -2.9728 -2.5865 -1.7350
H30 -3.4931 -2.6470 -0.0509
H31 1.3791 -1.0999 3.6420
H32 0.6457 -2.9331 5.9683
H33 2.1533 -2.0246 5.7888
H34 1.7720 -3.3325 4.6550
H35 -0.7489 -0.6536 5.7814
H36 -0.2744 0.4682 4.5034
H37 0.8610 0.0587 5.7868
C32 1.8901 -2.7194 -4.2874
C33 1.3480 -2.4799 -2.8936
O3 1.8702 -1.6191 -2.2067
C34 0.1847 -3.2549 -2.3637
C35 -0.3574 -4.1721 -3.1770
C36 -1.4436 -5.1124 -2.9399
C37 -2.2128 -5.2218 -1.8595
C38 -2.2940 -4.3459 -0.6424
C39 -0.2018 -2.8332 -0.9577
O4 -0.8040 -1.5514 -1.0079
H38 2.6893 -2.0050 -4.4635
H39 1.1149 -2.5876 -5.0438
H40 2.2840 -3.7329 -4.3807
H41 0.0963 -4.2825 -4.1547
H42 -1.6218 -5.8165 -3.7454
H43 -2.9586 -6.0127 -1.8881
H44 -2.7403 -4.9953 0.1078
C40 4.6324 2.7589 3.9490
C41 3.5036 1.8658 4.4725
C42 2.2900 1.9446 3.6027
N4 1.9985 1.0821 2.7006
N5 0.8759 1.4012 1.9738
C43 0.3480 2.5403 2.3385
N6 -0.7813 3.0625 1.7982
S1 1.1736 3.2821 3.6592
H45 5.5123 2.6777 4.5872
H46 4.3284 3.8070 3.9243
H47 4.9101 2.4618 2.9367
H48 3.2419 2.1434 5.4952
H49 3.8160 0.8212 4.4770
H50 -1.1070 2.6472 0.9383
H51 -0.9665 4.0410 1.9217
C44 -3.2938 -0.0978 2.5178
C45 -2.0633 0.2429 1.9935
N7 -1.8649 0.3920 0.6790
C46 -2.8838 0.1739 -0.1551
C47 -4.1671 -0.1392 0.2777
C48 -4.3505 -0.2892 1.6489
C49 -5.2716 -0.4740 -0.6473
C50 -5.5412 -0.0374 -1.8761
C51 -4.9294 1.0651 -2.6482
C52 -4.5105 2.2633 -2.0852
C53 -4.0094 3.2234 -2.9378
N8 -3.9100 3.0332 -4.2544
C54 -4.3543 1.8607 -4.6950
N9 -4.8733 0.8740 -3.9702
H52 -3.4059 -0.2439 3.5826
H53 -1.2005 0.3772 2.6265
H54 -2.6497 0.2108 -1.2093
H55 -5.3241 -0.5792 2.0285
H56 -5.9292 -1.2498 -0.2664
H57 -6.3249 -0.5449 -2.4269
H58 -4.5954 2.4473 -1.0229
H59 -3.6696 4.1792 -2.5580
H60 -4.2967 1.6919 -5.7646

---

Record 2
C13H11F6IrN7O6S2 as an isolated structure, computed with ωB97M-V with the def2-TZVPD basis set.

Results
- Highest occupied orbital energy: -11.97 eV
- LUMO level: -3.386 eV
- HOMO-LUMO gap: 8.59 eV
- Net charge: +1

CARTESIAN COORDINATES (ANGSTROEM)
Ir1 1.0917 -0.0807 0.3929
N1 -0.2823 -3.1510 2.7800
C1 0.4322 -2.6015 3.8211
C2 1.0570 -1.5030 3.3204
N2 0.7330 -1.3797 1.9943
C3 -0.0690 -2.3934 1.6942
C4 -0.4826 -2.4709 0.3170
N3 0.0346 -1.5347 -0.4610
C5 -0.4987 -1.6706 -1.7165
C6 -1.3390 -2.7411 -1.6887
N4 -1.3184 -3.2352 -0.4030
H1 -0.8394 -3.9873 2.8329
H2 0.4385 -3.0400 4.8023
H3 1.7243 -0.8169 3.8092
H4 -0.2427 -0.9954 -2.5167
H5 -1.9476 -3.1822 -2.4570
H6 -1.8570 -4.0186 -0.0731
F1 -0.3527 0.9470 3.4735
C7 -1.2888 1.8200 3.0995
F2 -2.4776 1.3327 3.4108
F3 -1.0834 2.9518 3.7425
S1 -1.1922 2.1183 1.2650
O1 -0.7921 0.8481 0.6085
O2 -2.4921 2.5452 0.9036
N5 -0.1216 3.2388 1.1549
S2 1.4410 3.1327 1.1473
O3 1.9753 1.7594 1.0565
O4 2.0739 3.9538 2.1118
C8 1.8303 3.8624 -0.5116
F4 1.8225 5.1776 -0.4337
F5 0.9442 3.4534 -1.4066
F6 3.0450 3.4472 -0.8866
C9 3.0557 1.9903 -4.5657
N6 3.1234 1.2420 -3.3088
C10 4.3100 0.8564 -2.7839
C11 4.4241 0.1856 -1.6087
C12 3.2050 -0.0522 -0.9443
O5 3.0232 -0.6302 0.1953
N7 2.0298 0.3500 -1.4534
C13 1.9043 0.9924 -2.6583
O6 0.8424 1.2905 -3.1566
H7 3.9774 1.8323 -5.1186
H8 2.9207 3.0519 -4.3640
H9 2.2092 1.6348 -5.1444
H10 5.1793 1.1101 -3.3756
H11 5.3716 -0.1294 -1.2056

---

Record 3
A 2-piece molecular cluster, C5H12NO overall, computed with ωB97M-V with the def2-TZVPD basis set.

Results
- Highest occupied orbital energy: -2.35 eV
- LUMO level: 3.970 eV
- HOMO-LUMO gap: 6.32 eV
- Net charge: -1

CARTESIAN COORDINATES (ANGSTROEM)
C1 -1.1626 -1.1102 -1.3734
O1 0.2098 -1.3149 -1.2209
C2 -1.4138 0.4172 -1.3678
N1 -2.8147 0.8654 -1.6168
H1 -1.5340 -1.5648 -2.3390
H2 -1.7719 -1.5764 -0.5637
H3 -1.0032 0.8689 -0.4267
H4 -0.7541 0.7891 -2.1693
H5 -3.4059 0.6409 -0.7829
H6 -2.9350 1.8386 -1.8580
C3 1.5191 0.2653 2.6267
C4 1.4897 -0.2008 1.1860
C5 2.5416 -0.1482 0.3416
H7 0.9912 -0.5181 3.1989
H8 2.5723 0.3725 2.9512
H9 1.0062 1.2509 2.6739
H10 0.5703 -0.6262 0.7749
H11 2.4000 -0.5466 -0.6670
H12 3.4949 0.2976 0.6323

---

Record 4
A 2-piece molecular cluster, C4H9N overall, computed with ωB97M-V with the def2-TZVPD basis set.

Results
- Highest occupied orbital energy: -8.78 eV
- LUMO level: 0.715 eV
- HOMO-LUMO gap: 9.50 eV
- Net charge: 0

CARTESIAN COORDINATES (ANGSTROEM)
C1 1.2999 -0.0333 -0.7600
N1 2.2490 -0.8273 -1.1320
C2 2.0665 -1.6689 -2.2944
H1 1.0077 0.0492 0.2935
H2 0.8384 0.6781 -1.5362
H3 2.9360 -1.5391 -2.9856
H4 2.0924 -2.7715 -2.0012
H5 1.1373 -1.3874 -2.8892
C3 -1.6672 1.3505 2.0121
C4 -2.9282 1.1048 2.3695
H6 -1.4485 2.4056 1.7614
H7 -0.7717 0.6502 2.1211
H8 -3.6684 1.7633 2.0716
H9 -3.1432 0.2257 2.9695

---

Record 5
A 2-piece molecular cluster, CH3F3P2 overall, computed with ωB97M-V with the def2-TZVPD basis set.

Results
- Highest occupied orbital energy (alpha / beta): -8.91 / -8.99 eV
- LUMO level (alpha / beta): -0.931 / -1.170 eV
- HOMO-LUMO gap (alpha / beta): 7.98 / 7.82 eV
- Net charge: 0

CARTESIAN COORDINATES (ANGSTROEM)
C1 -2.8766 -0.8636 -0.0396
F1 -3.0037 -1.7279 -1.1144
F2 -3.1764 -1.6049 0.9685
F3 -2.0591 1.6019 -0.1376
P1 0.3248 -0.2261 1.4247
P2 -3.4765 0.8644 -0.1857
H1 0.0375 -0.8594 0.2602
H2 1.3571 0.5564 1.0494
H3 -3.4824 0.6947 -1.4703

---

ΔE to the lowest compared entry with this formula, charge and spin list, top to bottom, in kJ/mol: 0.00, 0.00, 140.24, 306.76, 275.78
M list, top to bottom, in g mol⁻¹: 1135.58, 731.61, 102.16, 71.12, 133.98
Max |F| list, top to bottom, in Eh/bohr: 0.0083, 0.0174, 0.0335, 0.0698, 0.0664